# BrH14O7

8 unconnected molecules or ions with the total composition BrH14O7 (the ωB97M-V functional and the def2-TZVPD basis, the Open Molecules 2025 dataset).

Element x y z (Å)
H1 1.241 -1.777 -0.553
O1 -3.256 0.684 2.498
H2 1.755 3.841 0.904
H3 0.770 -3.189 -0.802
H4 0.933 2.569 0.670
H5 3.376 1.017 0.810
Br1 -0.242 0.051 0.442
H6 -2.573 1.375 -2.242
H7 -1.137 -2.280 0.292
H8 -3.549 -0.232 2.479
O2 -2.853 0.461 -2.132
O3 3.231 0.077 0.968
O4 1.498 -2.593 -1.020
H9 1.030 1.035 -1.528
H10 1.033 0.595 -2.979
H11 -0.782 -3.340 1.317
O5 1.733 2.900 1.109
H12 -2.333 0.160 -1.371
H13 2.296 0.056 1.220
O6 1.534 1.130 -2.355
O7 -1.159 -3.246 0.436
H14 -2.546 0.707 1.838

## Properties
Orbital gap in eV: 9.36
Energy above the lowest of the compared OMol25 structures with the same formula, charge and spin in kcal/mol: 8.48
Charge: -1
Multiplicity: 1

# C4H8N4O8Zn

A molecular structure, C4H8N4O8Zn (the ωB97M-V functional and the def2-TZVPD basis, the Open Molecules 2025 dataset).

Element x y z (Å)
H1 -1.545 -0.527 -1.992
C1 -1.918 0.920 0.953
O1 2.073 2.083 1.688
C2 2.788 1.588 -1.375
O2 0.304 -1.053 -0.393
N1 -1.088 -1.408 -2.147
C3 2.296 1.148 2.600
H2 -1.316 0.106 2.668
H3 -2.788 -0.595 2.001
O3 3.564 2.594 -1.303
O4 1.485 1.783 -1.264
C4 -0.117 -1.785 -1.256
O5 3.554 1.018 2.782
O6 1.465 0.155 2.390
O7 -0.842 1.381 0.662
N2 -2.999 0.915 0.132
H4 1.208 -3.272 -1.053
H5 -0.062 -3.390 -2.284
Zn1 1.071 0.743 0.347
H6 -3.918 0.579 0.348
H7 -2.934 1.439 -0.725
N3 -2.132 0.159 2.066
H8 -1.449 -2.043 -2.833
N4 0.271 -3.095 -1.380
O8 3.026 0.558 -0.634

## Properties
Orbital gap in eV: 2.79
Charge: -2
Multiplicity: 1

Maximum force (eV/Å)
0.39, 8.50